Formula: C20H26FN5O3
Source: the Open Molecules 2025 dataset
Level of theory: the ωB97M-V functional and the def2-TZVPD basis

Geometry as XYZ:
```
55
Properties=species:S:1:pos:R:3
C 2.66 -0.19 1.35
C 1.42 -0.29 0.49
C 1.14 0.99 -0.30
N -0.02 0.80 -1.15
C 0.11 0.81 -2.50
O 1.17 1.04 -3.07
C -1.12 0.46 -3.30
N -1.82 1.39 -3.93
N -2.78 0.71 -4.55
C -2.72 -0.62 -4.34
C -1.64 -0.83 -3.52
C -1.14 -2.10 -2.99
C -2.00 -3.12 -2.59
C -1.47 -4.27 -2.04
N -0.17 -4.48 -1.86
C 0.65 -3.51 -2.26
C 0.23 -2.32 -2.83
C -1.24 0.54 -0.41
C -1.09 -0.72 0.43
C 0.19 -0.80 1.28
N 0.03 -0.33 2.68
C -0.04 -1.45 3.61
C -0.82 0.71 3.04
O -1.84 0.53 3.68
C -0.43 2.15 2.76
O 0.96 2.30 2.62
C 1.34 3.66 2.47
C 2.83 3.73 2.33
F 3.44 3.41 3.53
H 2.53 0.54 2.15
H 2.89 -1.15 1.81
H 3.52 0.10 0.74
H 1.59 -1.06 -0.27
H 0.93 1.82 0.38
H 1.99 1.26 -0.92
H -3.44 1.20 -5.13
H -3.42 -1.30 -4.80
H -3.07 -2.99 -2.67
H -2.13 -5.07 -1.71
H 1.71 -3.70 -2.12
H 0.95 -1.57 -3.14
H -1.42 1.41 0.24
H -2.09 0.47 -1.08
H -1.97 -0.86 1.07
H -1.08 -1.58 -0.25
H 0.38 -1.86 1.41
H -0.18 -1.07 4.62
H -0.87 -2.14 3.39
H 0.90 -2.00 3.56
H -0.97 2.53 1.88
H -0.79 2.72 3.63
H 0.88 4.10 1.57
H 1.02 4.24 3.34
H 3.18 3.03 1.57
H 3.13 4.74 2.05
```

Output
Frontier orbital gap, eV: 9.732
Max |F|, eV Å⁻¹: 0.29
M, g mol⁻¹: 403.46
Electronic energy, Ha: -1377.07168
HOMO, eV: -9.16

Formula: CH2EuO3
Source: the Open Molecules 2025 dataset
Level of theory: the ωB97M-V functional and the def2-TZVPD basis

Geometry as XYZ:
```
7
Properties=species:S:1:pos:R:3
H 0.72 -1.06 -1.54
O -0.64 0.98 0.06
C 0.18 0.67 -0.96
O 0.09 0.99 -2.11
O 0.56 -0.59 -0.65
Eu -0.19 -0.92 1.59
H -0.79 1.92 0.20
```

Output
Frontier orbital gap (alpha / beta), eV: 10.111 / 10.629
Spin multiplicity: 8
Max |F|, eV Å⁻¹: 5.47
M, g mol⁻¹: 213.99
Electronic energy, Ha: -974.69134
Total charge: +2
HOMO (alpha / beta), eV: -20.21 / -20.51

Formula: C30H33BF3N5O6S5SeW
Source: the Open Molecules 2025 dataset
Level of theory: the ωB97M-V functional and the def2-TZVPD basis

Geometry as XYZ:
```
85
Properties=species:S:1:pos:R:3
W 0.16 0.05 -0.11
F -3.92 3.74 -0.35
C -3.83 3.24 -1.60
F -4.36 4.13 -2.44
F -4.60 2.13 -1.63
C -2.40 2.93 -1.95
C -1.71 3.66 -2.90
C -0.37 3.38 -3.14
C 0.25 2.37 -2.44
N -0.44 1.66 -1.52
C -1.72 1.93 -1.28
S -2.25 0.83 -0.04
H -2.21 4.46 -3.44
H 0.20 3.94 -3.87
H 1.29 2.13 -2.57
O -0.73 -1.03 -1.59
S -1.99 -1.60 -2.28
C -1.21 -2.94 -3.28
C 0.19 -3.31 -2.82
C 0.18 -4.13 -1.53
C 1.53 -4.25 -0.83
S 2.13 -2.63 -0.24
O 0.76 -1.94 0.07
C 2.82 -3.02 1.33
C 4.13 -2.61 1.54
C 4.71 -2.86 2.78
C 3.98 -3.50 3.77
C 2.66 -3.89 3.54
C 2.07 -3.65 2.32
C -2.43 -0.45 -3.54
C -1.46 0.13 -4.35
C -1.87 0.99 -5.35
C -3.23 1.25 -5.54
C -4.18 0.67 -4.71
C -3.78 -0.19 -3.70
H -1.23 -2.61 -4.32
H -1.90 -3.78 -3.18
H 0.79 -2.41 -2.71
H 0.65 -3.89 -3.63
H -0.15 -5.15 -1.75
H -0.54 -3.71 -0.82
H 2.32 -4.61 -1.48
H 1.46 -4.90 0.04
H 4.67 -2.09 0.76
H 5.73 -2.56 2.96
H 4.43 -3.69 4.73
H 2.10 -4.38 4.33
H 1.04 -3.94 2.14
H -0.41 -0.08 -4.19
H -1.13 1.46 -6.00
H -3.54 1.92 -6.33
H -5.23 0.88 -4.86
H -4.51 -0.65 -3.04
C -3.82 -0.14 2.96
N -2.53 0.18 3.55
C -2.36 0.90 4.71
C -1.03 0.95 4.95
N -0.39 0.27 3.95
B 1.18 0.10 3.86
N 1.80 1.46 3.34
C 2.91 2.05 3.89
C 3.19 3.17 3.17
N 2.25 3.25 2.17
C 2.17 4.32 1.18
C 1.43 2.19 2.29
S -0.03 1.94 1.37
C -1.32 -0.17 3.09
S -0.98 -1.21 1.73
H -4.52 -0.39 3.75
H -3.71 -1.00 2.30
H -4.20 0.71 2.40
H -3.20 1.28 5.27
H -0.49 1.40 5.76
H 1.60 -0.08 4.97
H 1.44 -0.78 3.09
H 3.39 1.64 4.76
H 3.96 3.91 3.28
H 2.65 4.01 0.25
H 2.66 5.20 1.58
H 1.12 4.55 0.99
O 4.22 -0.33 -0.83
Se 2.96 0.62 -0.76
O 2.02 0.33 0.67
O 3.10 2.18 -1.01
O 1.60 0.03 -1.62
```

Output
Frontier orbital gap, eV: 6.289
Max |F|, eV Å⁻¹: 0.65
M, g mol⁻¹: 1050.56
Electronic energy, Ha: -6671.68867
Total charge: +2
HOMO, eV: -13.75

Formula: C3H8O3
Source: the Open Molecules 2025 dataset
Level of theory: the ωB97M-V functional and the def2-TZVPD basis

Geometry as XYZ:
```
14
Properties=species:S:1:pos:R:3
O 2.19 0.51 -0.84
C 2.29 0.49 0.34
O 2.26 -0.70 1.01
H 2.52 1.40 0.94
H 2.21 -0.72 1.99
C -1.08 -0.36 -1.26
C -1.02 0.40 0.14
O -2.11 -0.07 0.98
H -1.84 0.11 -1.92
H -0.14 -0.38 -1.82
H -1.53 -1.38 -1.21
H -1.09 1.51 0.12
H -0.17 0.15 0.69
H -2.50 -0.96 0.83
```

Output
Frontier orbital gap, eV: 10.665
Max |F|, eV Å⁻¹: 3.43
M, g mol⁻¹: 92.09
Electronic energy, Ha: -344.78678
HOMO, eV: -10.12